Record 1
Below is a 11-piece molecular cluster, C15H52O11 overall, with properties calculated with ωB97M-V with the def2-TZVPD basis set.

Atoms and positions in Å:
C  12.89  3.02  -10.13
C  13.13  3.75  -8.83
C  14.22  3.10  -8.00
O  13.53  5.08  -9.21
H  12.11  3.51  -10.71
H  12.54  2.00  -9.98
H  13.82  2.99  -10.71
H  12.19  3.83  -8.27
H  15.07  2.89  -8.64
H  13.86  2.13  -7.61
H  14.49  3.71  -7.14
H  13.91  5.52  -8.44
C  10.63  8.92  -1.96
C  11.08  9.88  -0.89
C  12.34  10.64  -1.22
O  10.04  10.85  -0.60
H  9.73  8.41  -1.62
H  11.36  8.11  -2.09
H  10.51  9.37  -2.94
H  11.23  9.26  0.01
H  12.35  10.94  -2.27
H  13.22  10.06  -0.94
H  12.33  11.55  -0.63
H  9.29  10.38  -0.22
C  14.07  7.03  -4.68
C  13.50  6.67  -6.04
C  12.36  7.55  -6.48
O  14.54  6.79  -7.03
H  14.74  7.89  -4.81
H  14.74  6.28  -4.25
H  13.28  7.28  -3.98
H  13.17  5.63  -5.92
H  11.53  7.56  -5.77
H  11.96  7.13  -7.42
H  12.72  8.54  -6.72
H  15.34  6.30  -6.74
C  17.11  3.60  -0.95
C  15.68  3.44  -1.43
C  15.61  3.14  -2.92
O  15.03  2.38  -0.76
H  17.68  2.70  -1.16
H  17.12  3.72  0.14
H  17.58  4.48  -1.39
H  15.14  4.39  -1.29
H  14.57  3.05  -3.24
H  16.01  2.15  -3.17
H  16.16  3.91  -3.46
H  15.09  2.54  0.19
C  15.99  10.87  -6.33
C  17.36  10.49  -5.84
C  17.31  9.60  -4.61
O  18.04  9.75  -6.88
H  15.43  9.98  -6.59
H  16.11  11.47  -7.24
H  15.47  11.53  -5.63
H  17.94  11.40  -5.65
H  17.13  8.56  -4.88
H  16.60  10.00  -3.90
H  18.30  9.62  -4.14
H  18.04  10.30  -7.67
O  15.73  8.21  -9.24
H  15.33  7.76  -8.46
H  16.67  8.00  -9.19
O  17.02  5.88  -6.14
H  17.60  5.45  -5.51
H  17.59  6.10  -6.89
O  8.59  6.73  -6.78
H  9.14  6.48  -6.03
H  9.04  7.48  -7.18
O  13.23  10.00  -8.89
H  12.76  9.18  -8.70
H  14.16  9.73  -8.84
O  11.08  11.06  -7.37
H  11.24  12.01  -7.29
H  11.87  10.73  -7.85
O  10.03  8.82  -8.58
H  10.58  8.94  -9.36
H  10.21  9.62  -8.05

Calculated values
HOMO level = -9.88 eV
SMILES = CC(C)O.CC(C)O.CC(C)O.CC(C)O.CC(C)O.O.O.O.O.O.O
spin multiplicity = 1
energy = -1430.32852 a.u.



Record 2
Below is C30H49N5SeZr as an isolated structure, with properties calculated with ωB97M-V with the def2-TZVPD basis set.

Atoms and positions in Å:
Zr  0.03  -0.13  -0.46
C  2.32  -1.79  -3.15
C  1.38  -0.70  -2.75
C  1.87  0.53  -2.23
C  1.05  1.67  -2.16
C  1.64  3.02  -1.90
C  -0.34  1.51  -2.42
C  -0.88  0.28  -2.83
C  -2.34  0.14  -3.18
C  0.00  -0.82  -2.97
H  3.21  -1.82  -2.52
H  2.65  -1.56  -4.17
H  1.83  -2.76  -3.17
H  2.94  0.66  -2.10
H  2.10  3.36  -2.83
H  2.43  3.00  -1.15
H  0.89  3.77  -1.64
H  -0.98  2.38  -2.43
H  -2.42  0.13  -4.27
H  -2.94  0.97  -2.82
H  -2.76  -0.81  -2.84
H  -0.39  -1.74  -3.38
C  0.19  2.11  1.83
C  1.54  1.41  1.79
N  1.35  -0.02  1.36
C  0.68  -0.88  2.42
C  -0.86  -0.81  2.45
N  -1.54  -0.52  1.13
C  -2.59  0.55  1.20
C  -2.05  1.91  0.71
N  -0.56  1.89  0.54
H  -0.42  1.74  2.65
H  0.33  3.18  2.00
H  2.20  1.89  1.06
H  2.02  1.46  2.76
H  2.29  -0.41  1.23
H  1.00  -1.90  2.23
H  1.06  -0.58  3.40
H  -1.21  -1.77  2.83
H  -1.19  -0.06  3.16
H  -2.02  -1.38  0.85
H  -3.44  0.25  0.59
H  -2.96  0.62  2.22
H  -2.50  2.17  -0.25
H  -2.33  2.69  1.42
H  -0.33  2.68  -0.05
C  -3.45  -7.19  0.74
C  -2.43  -6.46  -0.12
C  -2.63  -4.94  -0.13
C  -2.26  -4.25  1.18
N  -0.85  -4.46  1.55
C  0.23  -3.93  0.96
Se  0.29  -2.75  -0.53
N  1.35  -4.44  1.49
C  2.74  -4.17  1.04
C  3.11  -4.97  -0.21
C  3.09  -6.48  -0.01
C  4.30  -6.99  0.76
C  0.98  -5.32  2.51
C  1.75  -6.09  3.38
C  1.06  -6.87  4.27
C  -0.35  -6.88  4.32
C  -1.11  -6.12  3.46
C  -0.41  -5.33  2.55
H  -3.33  -8.27  0.63
H  -4.47  -6.95  0.43
H  -3.35  -6.97  1.80
H  -2.50  -6.81  -1.15
H  -1.41  -6.69  0.20
H  -3.69  -4.72  -0.32
H  -2.06  -4.48  -0.95
H  -2.86  -4.63  2.01
H  -2.44  -3.18  1.14
H  3.38  -4.42  1.88
H  2.82  -3.09  0.88
H  4.12  -4.65  -0.49
H  2.44  -4.67  -1.02
H  3.07  -6.95  -1.00
H  2.16  -6.79  0.47
H  5.23  -6.70  0.26
H  4.29  -8.07  0.85
H  4.34  -6.59  1.78
H  2.83  -6.09  3.35
H  1.61  -7.49  4.97
H  -0.85  -7.51  5.05
H  -2.19  -6.13  3.51

Calculated values
total charge = +4
HOMO level = -18.78 eV
spin multiplicity = 1
energy = -3893.46785 a.u.